Record 1
C17H30F5N2O5S | ωB97M-V with the def2-TZVPD basis set

CARTESIAN COORDINATES (ANGSTROEM)
H -0.253 2.784 1.051
N -0.144 0.245 -2.707
N -1.925 1.101 -1.752
F -3.636 2.329 -2.714
H -1.618 -0.946 0.832
H 2.040 3.859 -5.519
H -4.567 1.328 0.005
H 2.850 -1.288 5.225
O 2.838 -3.898 5.725
H 0.912 2.519 -3.628
C -0.158 -0.156 -1.367
C -1.099 3.102 -4.253
H 0.972 -4.521 5.057
H -2.521 1.417 -4.541
O 1.202 2.115 -6.201
C -1.216 0.998 -2.875
H 1.216 -3.437 2.830
C -1.492 1.596 -4.236
H 0.464 4.061 -6.257
H -5.161 0.895 -1.635
F 1.113 2.117 2.310
C -4.304 0.908 -0.968
H 1.394 -2.810 6.764
O 1.321 -1.046 0.639
C 2.026 -0.928 4.605
H -1.505 3.544 -3.338
H -1.354 1.266 2.507
H 0.905 1.512 0.443
H -3.938 -0.099 -0.766
H -0.842 1.070 -4.941
F 0.172 -2.987 -2.373
C 1.822 -3.098 3.677
C 1.044 3.406 -5.608
H 2.904 -3.168 7.623
H 1.454 -0.195 5.172
H 2.017 1.776 -5.830
O 1.146 -1.982 4.245
H 0.595 4.273 -3.689
F -0.586 -3.095 -0.402
H -2.668 0.440 0.906
H 0.527 0.008 -3.422
H -0.141 0.037 2.313
H 1.715 -4.460 7.373
H 2.427 -0.443 3.708
C 0.520 -2.935 -1.097
H 2.381 -5.101 4.155
H -1.543 3.580 -5.124
O 2.329 -0.978 -1.556
C -3.193 1.816 -1.549
C 2.166 -3.566 6.929
S 1.137 -1.209 -0.777
F 1.401 -3.816 -0.813
C -1.649 0.137 0.686
C 0.264 1.842 1.257
C -0.716 0.783 1.764
H -2.988 2.646 -0.872
C 0.441 3.321 -4.201
C 1.954 -4.234 4.669
C -1.258 0.366 -0.755
H 2.803 -2.802 3.295

Properties
Lowest unoccupied orbital energy: -3.4505 eV
Electronic energy: -2048.669359 a.u.
Total charge: +1
2S+1: 1

Löwdin population analysis, charges in e, atoms 1 to 4: atom 1 (H): 0.126, atom 2 (N): 0.206, atom 3 (N): 0.139, atom 4 (F): 0.064

=====

Record 2
C13H31Cl3F2O12 | ωB97M-V with the def2-TZVPD basis set

CARTESIAN COORDINATES (ANGSTROEM)
O 0.614 1.018 -2.361
H -2.990 2.224 -3.612
H 3.456 2.407 -0.160
H 2.487 0.479 -1.333
Cl -3.349 -0.682 4.116
H -0.736 -3.334 -2.626
H 3.308 2.484 -1.928
C 4.756 -0.692 1.376
H -1.062 -1.368 3.113
H 0.245 2.395 -3.898
O 0.182 1.043 4.152
H -3.978 -0.676 1.805
O 0.183 0.015 0.547
H 6.932 -0.499 1.111
O -1.734 -0.900 1.186
H -4.337 -1.271 -0.561
O -1.709 0.403 -0.663
H -5.006 -2.915 -0.488
C -3.355 1.186 -3.542
H -0.409 -1.712 -2.013
O -2.870 -2.790 -0.325
C 6.085 0.081 1.426
F 1.275 -1.904 0.907
C -4.117 0.037 2.651
C 3.744 1.904 -1.076
H -4.427 1.239 -3.327
F 4.892 -1.999 1.489
H -4.390 -2.152 0.972
C -0.862 -2.278 -2.821
H -0.154 1.196 5.045
O -3.038 0.340 -4.613
O 6.250 0.374 2.817
H 0.019 1.326 -1.704
C 5.043 0.475 3.410
H -2.416 -1.160 -3.514
Cl -5.778 0.502 2.887
O 4.124 -0.152 2.523
H 4.125 -0.513 0.507
H -0.348 -1.928 -3.698
C -4.206 -2.284 -0.130
C -0.056 2.211 3.400
H -3.542 0.549 -5.390
O 3.424 0.532 -1.088
C 0.521 -0.873 1.548
O -2.296 -1.917 -2.885
H 4.876 1.977 -1.064
H -2.598 -2.523 -1.247
C -1.193 -0.105 0.272
H -3.024 0.799 -2.591
H -0.734 -2.631 1.830
H -0.707 0.845 -3.973
Cl -3.234 1.525 2.314
C 0.236 1.272 -3.633
C -0.744 -1.547 2.051
H 5.997 1.035 0.887
H 1.168 -0.460 2.297
H 0.232 1.995 2.303
H -1.096 2.538 3.447
O 4.786 1.024 4.424
H 0.954 0.798 -4.283
H 0.578 3.036 3.729

Properties
SMILES string: O=C1OC[C@@H](F)O1.O=C1OC[C@@H](F)O1.ClC(Cl)Cl.CO.CO.CO.CO.CO.CO
Lowest unoccupied orbital energy: 0.4245 eV
Electronic energy: -2997.030384 a.u.
Total charge: 0
2S+1: 1

Löwdin population analysis, charges in e, atoms 1 to 4: atom 1 (O): -0.098, atom 2 (H): 0.092, atom 3 (H): 0.068, atom 4 (H): 0.057

=====

Record 3
C3H10N2O | ωB97M-V with the def2-TZVPD basis set

CARTESIAN COORDINATES (ANGSTROEM)
C 1.128 0.092 1.475
H 1.416 -1.769 0.748
H -2.437 0.429 -2.191
C -0.605 -0.448 -2.508
H -0.193 -1.094 2.477
O -0.057 -0.170 2.233
H 1.833 0.595 2.070
H -0.816 -0.911 -3.428
H 0.741 0.767 0.636
H 0.421 -0.171 -2.191
H -0.887 0.615 -0.024
N 1.955 -0.955 1.001
N -1.189 1.231 -0.765
H 2.671 -0.779 0.283
H -1.911 1.892 -0.775
C -1.481 0.331 -1.821

Properties
ΔE to the lowest compared entry with this formula, charge and spin: 300.0 kJ/mol
SMILES string: C=CN.NCO
Lowest unoccupied orbital energy: 0.9184 eV
Electronic energy: -304.960381 a.u.
Total charge: 0
2S+1: 1

Löwdin population analysis, charges in e, atoms 1 to 4: atom 1 (C): -0.376, atom 2 (H): 0.063, atom 3 (H): 0.062, atom 4 (C): -0.013